## A
The following is a DFT calculation (the ωB97M-V functional and the def2-TZVPD basis) of a 2-piece molecular cluster, C7H14N2 overall.

```
23
Properties=species:S:1:pos:R:3
C -1.0431 -0.1703 0.5931
C -1.2226 -0.3462 -0.7619
N 0.0453 -0.4561 -1.2763
C 0.9239 -0.3454 -0.2396
N 0.2940 -0.1708 0.9113
H -1.8105 -0.0431 1.3567
H -2.1127 -0.4015 -1.3886
H 0.2875 -0.5959 -2.2603
H 2.0036 -0.3989 -0.3788
C -0.7308 -3.4828 2.0516
C 0.0074 -3.6796 0.7277
C 1.5187 -3.7180 0.9533
C -0.4664 -4.9546 0.0303
H -0.5155 -4.3303 2.7239
H -1.8203 -3.4323 1.8871
H -0.4059 -2.5512 2.5447
H -0.2237 -2.8174 0.0697
H 1.7729 -4.5696 1.6066
H 2.0532 -3.8373 -0.0041
H 1.8648 -2.7887 1.4361
H -1.5534 -4.9179 -0.1533
H 0.0493 -5.0855 -0.9358
H -0.2466 -5.8276 0.6676
```

Highest occupied orbital energy, eV: -8.957
SMILES: c1c[nH]cn1.CC(C)C
Orbital gap, eV: 9.74

Löwdin population analysis, charges in e, atoms 1 to 4:
1. C -0.180
2. C -0.123
3. N 0.027
4. C -0.222

***

## B
The following is a DFT calculation (the ωB97M-V functional and the def2-TZVPD basis) of C7H14N2 as an isolated structure.

```
23
Properties=species:S:1:pos:R:3
C 0.7675 1.1143 -0.6845
C -0.8146 1.0012 -0.8847
C 0.2501 -0.0058 1.3016
C 1.1184 -0.1507 0.1246
C -1.2889 -0.1620 -0.0343
C 2.6458 -0.3705 0.2957
C -2.6221 -0.1612 0.5736
N 0.6189 -1.2733 -0.8572
N -0.7819 -1.3371 -0.6490
H 1.1744 1.2365 -1.7261
H 0.9317 2.0002 -0.0707
H -1.2740 2.0133 -0.5438
H -1.0200 0.7144 -1.9089
H 0.3794 -0.6828 2.1690
H 0.0880 1.0094 1.6487
H 2.9661 -1.3479 0.6648
H 2.9636 0.2897 1.0415
H 3.0752 -0.1638 -0.5998
H -2.7724 0.6619 1.2448
H -2.8358 -1.2329 0.9016
H -3.3974 0.0257 -0.0771
H 0.8269 -0.9711 -1.8504
H -0.9993 -2.2073 -0.0792
```

Highest occupied orbital energy, eV: -7.885
Orbital gap, eV: 8.87

Löwdin population analysis, charges in e, atoms 1 to 4:
1. C -0.146
2. C -0.124
3. C 0.007
4. C -0.525

***

## C
The following is a DFT calculation (the ωB97M-V functional and the def2-TZVPD basis) of a 2-piece molecular cluster, C7H14N2 overall.

```
23
Properties=species:S:1:pos:R:3
H 2.3095 -0.8977 1.1044
N 1.5425 -0.6120 1.7091
C 0.8294 0.3510 1.1754
C -0.5538 0.5880 1.9148
C -0.8870 1.7614 2.5075
N -1.0262 -0.5983 2.4647
H 1.2781 1.3484 1.0962
H -1.5387 1.7838 3.3711
H -0.2570 2.6354 2.4928
H -0.2667 -1.2381 2.6779
H -1.5763 -0.5464 3.3089
C -0.4386 1.0735 -1.5850
C 0.1415 -0.2054 -1.5575
C -0.8664 -1.3429 -1.5492
C 1.2970 -0.4916 -2.4995
H 0.0342 1.8370 -2.1877
H -1.5059 1.2332 -1.6054
H -0.5085 -2.3095 -1.9056
H -1.7479 -1.0845 -2.1386
H -1.1654 -1.5622 -0.5255
H 1.1587 -0.1725 -3.5329
H 2.1964 -0.0036 -2.1194
H 1.5514 -1.5469 -2.6164
```

Highest occupied orbital energy, eV: -8.077
SMILES: [H]/N=C/C(=C)N.C=C(C)C
Orbital gap, eV: 8.29

Löwdin population analysis, charges in e, atoms 1 to 4:
1. H 0.048
2. N 0.073
3. C -0.178
4. C -0.377

***

## D
The following is a DFT calculation (the ωB97M-V functional and the def2-TZVPD basis) of a 2-piece molecular cluster, C7H14N2 overall.

```
23
Properties=species:S:1:pos:R:3
C -2.4266 1.1752 0.3963
C -1.9619 0.0226 -0.3950
C -1.2893 0.0916 -1.6026
N -1.4079 -1.1013 -2.1982
C -2.0253 -2.0022 -1.2182
N -2.4043 -1.2764 -0.1206
H -2.1558 1.0078 1.3432
H -3.5803 1.2001 0.4613
H -2.1578 2.0705 -0.0768
H -0.7847 0.8274 -1.9622
H -1.0825 -1.3866 -3.1369
H -2.0149 -2.9646 -1.2183
C 2.9009 0.5937 -0.1607
C 2.2277 0.6202 1.2645
C 1.2584 -0.3907 1.5713
H 2.3061 0.2122 -1.0257
H 3.6886 -0.1546 -0.0943
H 3.3572 1.6018 -0.5598
H 2.9476 0.4164 2.1296
H 1.8798 1.6037 1.4590
H 0.7875 -0.3726 2.5224
H 0.3540 -0.3309 0.8750
H 1.5836 -1.4634 1.7469
```

Highest occupied orbital energy, eV: -8.230
SMILES: Cc1c[nH]cn1.CCC
Orbital gap, eV: 9.08

Löwdin population analysis, charges in e, atoms 1 to 4:
1. C -0.046
2. C -0.375
3. C -0.101
4. N 0.053

***

Which one sits at the top of the stability order? A does.

***

## A
The following is a DFT calculation (the ωB97M-V functional and the def2-TZVPD basis) of C7H14N2 in the gas phase.

```
23
Properties=species:S:1:pos:R:3
C 3.5113 -0.0191 -0.7462
C 2.5570 -0.2664 0.1017
C 2.7034 0.2249 1.4606
C 1.3793 -1.2386 -0.2380
N 0.1188 -0.5987 -0.1429
N -0.9190 -1.2941 0.4634
C -2.1837 -1.0850 0.2889
C -2.8182 -0.2718 -0.7604
C -3.4038 1.0370 -0.2398
H 4.3027 0.6649 -0.6660
H 3.4530 -0.3889 -1.7201
H 3.2316 1.1550 1.4984
H 3.1683 -0.5017 2.0702
H 1.6702 0.3699 1.9192
H 1.5845 -1.5780 -1.2260
H 1.2744 -2.0775 0.5104
H -0.1678 -0.1024 -0.9682
H -2.8690 -1.6764 0.9374
H -2.2491 -0.0155 -1.5460
H -3.6880 -0.8439 -1.0848
H -3.9897 1.4563 -1.1302
H -4.1468 0.7844 0.5055
H -2.8886 1.8233 0.2342
```

Highest occupied orbital energy, eV: -8.401
SMILES: C=C(C)CN/N=C\CC
Orbital gap, eV: 9.35

Löwdin population analysis, charges in e, atoms 1 to 4:
1. C 0.036
2. C -0.358
3. C -0.084
4. C -0.169

***

## B
The following is a DFT calculation (the ωB97M-V functional and the def2-TZVPD basis) of C7H14N2 in the gas phase.

```
23
Properties=species:S:1:pos:R:3
H 4.2544 0.8634 -0.3585
N 3.2635 0.6524 -0.5808
N 2.4952 0.9932 0.3204
C 0.9838 0.7782 0.0815
C 0.3021 2.0561 -0.2838
C 0.5138 -0.4451 0.2651
C 1.2974 -1.6978 0.5257
C -1.1428 -0.7137 0.1889
C -1.6252 -0.8671 -1.2450
C -2.0044 0.2464 0.9985
H -0.4947 1.9079 -1.0161
H 1.0170 2.7485 -0.7418
H -0.1053 2.5460 0.6053
H 1.0673 -2.4528 -0.2333
H 1.0487 -2.1045 1.5107
H 2.3793 -1.5360 0.5002
H -1.2325 -1.6912 0.6785
H -0.9909 -1.5571 -1.8104
H -2.6452 -1.2721 -1.2688
H -1.6451 0.0905 -1.7742
H -1.5581 0.4619 1.9745
H -2.1869 1.1887 0.4746
H -2.9912 -0.1957 1.1889
```

Highest occupied orbital energy, eV: -8.466
SMILES: [H]/N=N/C(C)=C(\C)C(C)C
Orbital gap, eV: 9.53

Löwdin population analysis, charges in e, atoms 1 to 4:
1. H 0.063
2. N 0.053
3. N -0.026
4. C -0.268

***

Which one sits at the top of the stability order? B does.

***

## A
The following is a DFT calculation (the ωB97M-V functional and the def2-TZVPD basis) of C4H12N2O in the gas phase.

```
19
Properties=species:S:1:pos:R:3
C -1.1962 -0.9122 -0.8113
N -0.4617 0.3221 -0.5921
C -1.4103 1.2431 0.6412
C 0.7254 0.2879 0.1019
C 0.9783 -0.5792 1.3152
N 1.6367 -0.4393 -1.3179
O 1.3349 1.4945 0.2622
H -1.1423 -1.6532 -0.0072
H -0.8657 -1.3728 -1.7396
H -2.2529 -0.6644 -0.9215
H -0.8422 2.0804 1.0297
H -2.2213 1.5900 0.0089
H -1.7637 0.5702 1.4235
H 2.0407 -0.8130 1.3305
H 0.7299 -0.0292 2.2204
H 0.4258 -1.5137 1.2894
H 1.3104 -0.1467 -2.2354
H 1.7536 -1.4437 -1.4299
H 1.2207 1.9793 -0.5679
```

Highest occupied orbital energy, eV: -8.094
SMILES: CN(C)[C@@](C)(N)O
Orbital gap, eV: 9.05

Löwdin population analysis, charges in e, atoms 1 to 4:
1. C -0.121
2. N -0.116
3. C 0.044
4. C -0.621

***

## B
The following is a DFT calculation (the ωB97M-V functional and the def2-TZVPD basis) of C4H12N2O in the gas phase.

```
19
Properties=species:S:1:pos:R:3
N 1.5239 2.0599 0.7044
C 1.2449 0.6951 0.3357
C -0.0631 0.4747 -0.4310
N -0.0167 1.0478 -1.7610
C -0.4015 -1.0232 -0.4383
C -1.3545 -1.4555 0.6684
O -0.8915 -2.5061 1.5092
H 1.2683 2.2737 1.6538
H 1.2209 2.7677 0.0567
H 1.2068 0.1046 1.2497
H 2.0341 0.2813 -0.3059
H -0.8153 0.9793 0.1333
H -0.2294 0.4283 -2.5202
H -0.4522 1.9497 -1.8446
H -0.8416 -1.2832 -1.3928
H 0.5123 -1.6267 -0.3884
H -1.6137 -0.6060 1.3110
H -2.3091 -1.7754 0.2553
H -0.0225 -2.7860 1.2047
```

Highest occupied orbital energy, eV: -8.688
SMILES: NC[C@@H](N)CCO
Orbital gap, eV: 9.67

Löwdin population analysis, charges in e, atoms 1 to 4:
1. N 0.004
2. C -0.269
3. C -0.416
4. N 0.046

***

Which one sits at the top of the stability order? B does.

***

## A
The following is a DFT calculation (the ωB97M-V functional and the def2-TZVPD basis) of a 2-piece molecular cluster, C4H12N2O overall.

```
19
Properties=species:S:1:pos:R:3
N 1.8768 -1.1165 1.0155
C 0.8158 -0.1764 0.9711
C 0.0200 0.1001 -0.0596
C -1.0940 1.1179 0.0063
C -2.4737 0.4339 0.1196
N -2.8197 -0.4540 -1.0009
H 1.6869 -1.8096 1.7196
H 1.9993 -1.5565 0.1230
H 0.7044 0.3561 1.9108
H 0.1422 -0.4919 -0.9616
H -0.9513 1.8141 0.8320
H -1.0945 1.7234 -0.9037
H -2.6620 0.0155 1.1027
H -3.1820 1.2621 -0.0286
H -2.1868 -1.2413 -1.0956
H -2.7243 0.1205 -1.8409
O 3.9604 -0.1468 -0.9963
H 3.2698 0.2494 -0.4906
H 4.7126 -0.2001 -0.4227
```

Highest occupied orbital energy, eV: -8.598
SMILES: N/C=C/CCN.O
Orbital gap, eV: 9.56

Löwdin population analysis, charges in e, atoms 1 to 4:
1. N 0.021
2. C -0.222
3. C -0.134
4. C -0.215

***

## B
The following is a DFT calculation (the ωB97M-V functional and the def2-TZVPD basis) of a 2-piece molecular cluster, C4H12N2O overall.

```
19
Properties=species:S:1:pos:R:3
C -0.1189 -2.4172 2.0476
N -0.3753 -2.1861 0.8162
C -0.3055 -0.9179 0.0845
C 1.1039 -0.7076 -0.5170
C 1.0743 0.7629 -1.1057
N 0.0207 1.0149 -2.0410
H -0.0726 -3.4570 2.5440
H 0.4231 -1.5776 2.5303
H -1.1988 -1.1885 -0.5326
H -0.7677 0.1531 0.4856
H 1.4133 -1.6192 -1.0775
H 1.8792 -0.6568 0.3256
H 2.0755 0.9447 -1.6149
H 1.2440 1.3980 -0.1882
H -0.5547 1.8332 -1.8554
H 0.1461 0.8532 -3.0844
O -1.2781 3.2103 0.8749
H -1.7781 2.3832 0.8237
H -0.6250 3.1291 0.1619
```

Highest occupied orbital energy, eV: -8.904
SMILES: C=NCCCN.O
Orbital gap, eV: 9.65

Löwdin population analysis, charges in e, atoms 1 to 4:
1. C -0.068
2. N -0.084
3. C -0.292
4. C -0.191

***

Which one sits at the top of the stability order? A does.